Record 1
Density functional theory data (ωB97M-V/def2-TZVPD) for 10 unconnected molecules or ions with the total composition C27H52N4O7.

```
90
C27H52N4O7 ωB97M-V/def2-TZVPD
C -28.93567 -9.79798 -12.23277
N -27.76541 -9.77648 -11.39136
C -26.56965 -9.30928 -12.04722
C -27.77189 -10.16114 -10.09126
O -26.76530 -10.10651 -9.41066
H -29.11929 -8.82489 -12.69492
H -29.86515 -10.00192 -11.69641
H -28.81776 -10.56350 -13.00821
H -26.21243 -10.04822 -12.77043
H -26.71241 -8.35947 -12.56246
H -25.75545 -9.16176 -11.34200
H -28.76638 -10.50094 -9.77331
C -28.34053 -15.05580 -16.03637
C -27.43686 -14.88734 -17.22985
C -27.97542 -15.32517 -18.58244
O -26.29103 -14.52112 -17.13923
H -28.63424 -16.10028 -15.92898
H -29.25074 -14.46131 -16.11141
H -27.76123 -14.78136 -15.15401
H -28.86427 -14.70050 -18.73696
H -28.33738 -16.35206 -18.56247
H -27.23448 -15.15185 -19.35202
C -22.58600 -9.76286 -12.60192
C -22.50214 -11.18745 -12.07156
C -23.61127 -12.11142 -12.50655
O -21.56276 -11.58702 -11.44366
H -22.64090 -9.77940 -13.68940
H -21.72528 -9.18316 -12.27995
H -23.49796 -9.36350 -12.15419
H -23.66985 -12.17185 -13.59428
H -24.58131 -11.78856 -12.12336
H -23.39893 -13.09934 -12.10145
C -27.72024 -11.18613 -20.34495
C -26.23678 -11.24516 -20.09630
C -25.55052 -12.58744 -19.98977
O -25.61421 -10.22065 -19.93180
H -28.26074 -11.34737 -19.39950
H -28.19533 -11.91086 -21.00435
H -28.03940 -10.17569 -20.59697
H -26.04254 -13.36080 -20.57431
H -25.66237 -12.81127 -18.92102
H -24.48395 -12.56982 -20.19381
C -23.11779 -10.58124 -17.81143
C -22.15696 -11.02117 -18.92072
C -21.44294 -9.92415 -19.63662
O -22.08912 -12.18270 -19.24279
H -22.68954 -9.87359 -17.09735
H -23.33362 -11.42064 -17.14472
H -24.01574 -10.23662 -18.32259
H -21.30848 -10.10785 -20.70051
H -20.43414 -9.91494 -19.20442
H -21.89429 -8.94861 -19.47319
C -27.89661 -13.55535 -11.48741
C -28.85225 -14.70042 -11.70043
C -30.33729 -14.50197 -11.46266
O -28.46112 -15.77869 -12.07926
H -28.14654 -12.76832 -12.20421
H -26.87079 -13.88469 -11.62900
H -28.01751 -13.17025 -10.47304
H -30.74894 -13.82969 -12.21679
H -30.50433 -14.02577 -10.49188
H -30.83119 -15.46758 -11.44115
C -22.94424 -16.53952 -12.69377
C -23.67745 -15.65668 -13.68243
C -22.95596 -15.07663 -14.86438
O -24.84158 -15.40738 -13.47993
H -23.57190 -17.42565 -12.60693
H -22.84632 -16.06239 -11.71917
H -21.93275 -16.78450 -13.01483
H -23.69252 -14.49124 -15.42213
H -22.60507 -15.79217 -15.60945
H -22.14312 -14.41948 -14.55247
C -26.22968 -11.85766 -15.44750
C -25.83354 -10.45084 -15.50574
N -25.56345 -9.33679 -15.53183
H -25.33048 -12.47220 -15.40552
H -26.80989 -12.13679 -16.32135
H -26.77622 -12.08164 -14.53196
C -27.85857 -8.72274 -17.81430
C -28.56531 -8.19104 -16.67208
N -29.12582 -7.73126 -15.77911
H -27.42679 -9.70367 -17.63980
H -27.09801 -7.96178 -17.99751
H -28.56075 -8.83101 -18.63933
C -23.90136 -6.25051 -16.73483
C -25.14368 -5.78417 -17.36783
N -26.11702 -5.46152 -17.88674
H -24.08482 -7.27032 -16.39119
H -23.42543 -5.64996 -15.97014
H -23.19019 -6.38319 -17.55498
```

Summary:
Frontier orbital gap ... 9.537 eV
2S+1 ... 1
Structure (SMILES) ... CN(C)C=O.CC(C)=O.CC(C)=O.CC(C)=O.CC(C)=O.CC(C)=O.CC(C)=O.CC#N.CC#N.CC#N
Net charge ... 0
Electronic energy ... -1805.631560 Ha
Molecular weight ... 544.73 g mol⁻¹
E_HOMO ... -9.43 eV

Mulliken population analysis, charges in e, atoms 1 to 2:
1 C -0.858
2 N 0.191


Record 2
Density functional theory data (ωB97M-V/def2-TZVPD) for a molecular structure, C27H52N4O7PS2Si2TeV.

```
97
C27H52N4O7PS2Si2TeV ωB97M-V/def2-TZVPD
V 0.47689 -0.43354 0.17159
O -4.64565 -2.05199 -2.28150
C -3.81748 -3.08400 -2.33515
O -4.15855 -4.15691 -2.77894
C -2.44171 -2.87385 -1.81729
C -1.45636 -3.84186 -1.81458
N -0.35071 -3.29434 -1.29437
N -0.54979 -2.02592 -0.95305
C -1.80577 -1.74150 -1.26226
C -2.22698 -0.33058 -1.02268
O -3.37973 0.01589 -1.32309
O -1.32030 0.41815 -0.55350
H -4.20700 -1.23491 -1.89199
H -1.48550 -4.86143 -2.15734
H 0.59001 -3.70798 -1.15886
C 4.21139 -3.75151 3.75541
C 4.43585 -4.63376 2.53981
C 5.34063 -3.97717 1.51281
O 3.19076 -5.08391 1.97891
P 2.15079 -4.28734 1.03217
S 2.84000 -4.20259 -0.84311
S 1.54327 -2.58430 1.80700
O 0.91248 -5.30666 1.13841
C 0.90702 -6.74785 1.14056
C 1.92487 -7.39175 0.21584
C 1.02656 -7.24819 2.57007
H 5.16371 -3.58564 4.26308
H 3.52019 -4.22932 4.45034
H 3.78725 -2.79117 3.46670
H 4.90085 -5.56810 2.86713
H 4.90381 -3.04476 1.15528
H 5.48769 -4.62786 0.65119
H 6.30678 -3.76679 1.97629
H -0.09238 -6.98677 0.76779
H 2.94308 -7.19511 0.55032
H 1.82666 -7.02272 -0.80261
H 1.75613 -8.47129 0.22417
H 2.02640 -7.05503 2.95624
H 0.83396 -8.32271 2.60472
H 0.30179 -6.74078 3.20631
C -3.92606 5.79503 0.16682
Si -2.18980 6.38072 0.56335
C -2.10383 8.24165 0.28756
C -1.80667 6.02413 2.36260
C -0.92340 5.52578 -0.51202
Te -1.00324 3.36838 -0.34951
C -2.41506 3.16299 -1.95146
Si -1.61600 2.86708 -3.61515
C -2.95517 2.71308 -4.92478
C -0.59572 1.29738 -3.60670
C -0.51115 4.31545 -4.07683
H -4.65520 6.27260 0.82591
H -4.00815 4.71472 0.30150
H -4.20574 6.03259 -0.86255
H -2.82316 8.77105 0.91731
H -2.31783 8.49754 -0.75274
H -1.10837 8.62400 0.52555
H -2.51488 6.53296 3.02145
H -0.80191 6.36323 2.62674
H -1.86231 4.95348 2.56666
H 0.08575 5.82814 -0.22064
H -1.02951 5.77394 -1.57009
H -3.02197 4.07031 -1.95460
H -3.06123 2.32741 -1.67706
H -3.62626 1.88195 -4.69768
H -2.51553 2.53194 -5.90895
H -3.55782 3.62215 -4.98952
H -1.22397 0.41508 -3.46282
H 0.14445 1.32080 -2.80411
H -0.07332 1.17854 -4.56076
H -1.08013 5.24730 -4.12959
H -0.05028 4.15211 -5.05414
H 0.29142 4.44197 -3.34664
N 5.72591 -1.12299 -3.31240
C 4.55156 -1.02549 -2.58622
C 3.30800 -1.06327 -3.20559
C 2.17531 -0.92984 -2.43231
N 2.20140 -0.77710 -1.10861
C 3.39334 -0.76460 -0.50764
C 4.57779 -0.84432 -1.20331
H 5.64064 -1.57827 -4.20647
H 6.52522 -1.44054 -2.78868
H 3.21529 -1.20150 -4.27501
H 1.19363 -0.94657 -2.89089
H 3.37351 -0.67005 0.56953
H 5.52038 -0.80521 -0.67167
C 2.60919 2.38535 1.27053
C 1.63709 1.68892 2.22093
C 2.32899 1.33925 3.53613
O 1.11378 0.54007 1.65666
H 2.94133 3.34414 1.67967
H 2.13236 2.56206 0.30513
H 3.49513 1.76136 1.11078
H 0.82535 2.40479 2.44526
H 3.15185 0.64652 3.33889
H 1.62602 0.84219 4.20548
H 2.72667 2.22835 4.03359
```

Summary:
Energy relative to the best compared isomer or geometry (same formula, charge and spin) ... 14.7 kJ/mol
Frontier orbital gap (alpha / beta) ... 6.362 / 7.222 eV
Expectation value of S² ... 3.76
2S+1 ... 4
Net charge ... -1
Electronic energy ... -4734.865200 Ha
Molecular weight ... 874.56 g mol⁻¹
E_HOMO (alpha / beta) ... -4.20 / -5.06 eV

Mulliken population analysis, charges in e, atoms 1 to 2:
1 V 0.743
2 O -0.576


What is the electronic energy in the second record? -4734.865200 Ha


Among the records above, which one has the lowest molecular weight? C27H52N4O7


The lowest molecular weight belongs to which entry? C27H52N4O7